(1)
15
Properties=species:S:1:pos:R:3:mulliken_charge:R:1 method="wB97M-V/def2-TZVPD" relative_energy_kj_mol=298.8 homo_energy_ev="-9.69 / -9.94" e_tot_ha=-2134.2321 lumo_ev="-2.877 / -2.701" orbital_gap_ev="6.8 / 7.2"
C -2.373 -0.054 0.239 -0.852
C -1.160 -0.653 0.177 0.311
C -0.225 -0.506 -0.846 -0.393
O 1.728 -0.478 0.936 -0.455
O 2.311 -1.045 -1.367 -0.521
O 0.676 1.814 1.791 -0.478
O 2.382 1.719 -0.134 -0.475
S 1.351 -1.078 -0.341 1.024
S 1.080 1.445 0.417 1.087
Cl 1.201 -2.984 0.342 -0.208
Cl -0.201 2.662 -0.683 -0.255
H -2.973 -0.056 1.016 0.400
H -2.621 0.816 -0.535 0.163
H -0.805 -1.248 0.961 0.273
H -0.371 -0.354 -1.975 0.379

=====

(2)
10
Properties=species:S:1:pos:R:3:mulliken_charge:R:1 method="wB97M-V/def2-TZVPD" relative_energy_kj_mol=82.1 homo_energy_ev=-9.30 e_tot_ha=-1435.2274 lumo_ev=0.719 smiles=S[C@H]1CC1(Cl)Cl orbital_gap_ev=10.0
C -0.678 0.185 0.185 -0.338
C 0.694 0.354 0.717 -0.598
C 0.479 0.270 -0.748 0.655
H -1.433 -2.210 -0.106 0.116
H -1.197 1.046 0.356 0.290
H 1.220 -0.452 1.211 0.244
H 1.044 1.324 1.118 0.214
S -1.926 -1.055 0.382 -0.214
Cl 0.788 1.702 -1.675 -0.190
Cl 1.008 -1.165 -1.439 -0.180

=====

(3)
11
Properties=species:S:1:pos:R:3:mulliken_charge:R:1 method="wB97M-V/def2-TZVPD" relative_energy_kj_mol=155.8 homo_energy_ev=-10.39 e_tot_ha=-1597.0862 lumo_ev=-0.151 orbital_gap_ev=10.2
C 1.449 1.304 -1.259 -0.150
C 0.958 0.197 -0.508 -0.295
C -0.464 0.212 -0.358 -0.030
H -1.383 -2.500 2.569 0.267
H 2.359 1.558 -1.640 0.424
H 1.498 -0.732 -0.369 0.322
H -0.895 1.127 -0.573 0.321
F 0.661 2.410 -1.356 -0.222
Cl -1.647 -2.463 3.794 -0.241
Cl -1.048 -0.487 1.333 -0.221
Cl -1.489 -0.627 -1.634 -0.175

=====

(4)
12
Properties=species:S:1:pos:R:3:mulliken_charge:R:1 method="wB97M-V/def2-TZVPD" relative_energy_kj_mol=150.5 homo_energy_ev="-9.12 / -9.11" e_tot_ha=-1950.1382 lumo_ev="-0.524 / -0.524" orbital_gap_ev="8.6 / 8.6"
C 0.672 0.239 -0.074 0.129
C -2.082 -0.721 0.176 -0.959
C 2.114 0.105 -0.030 0.503
N 0.129 1.611 -0.340 -0.614
S -0.298 -1.125 0.233 0.101
Cl 2.750 0.632 -1.620 -0.098
Cl 2.747 1.282 1.241 -0.116
Cl 2.610 -1.576 0.361 -0.159
H -2.645 -0.607 -0.872 0.313
H -2.429 0.162 0.761 0.341
H -2.649 -1.586 0.612 0.312
H -0.920 1.584 -0.448 0.247

=====

(5)
12
Properties=species:S:1:pos:R:3:mulliken_charge:R:1 method="wB97M-V/def2-TZVPD" relative_energy_kj_mol=0.0 homo_energy_ev=-9.67 e_tot_ha=-1841.6285 lumo_ev=-0.101 orbital_gap_ev=9.6
C 0.484 -1.698 0.337 0.161
C 1.493 0.558 -0.257 -0.856
C 0.393 -0.472 -0.426 -0.253
N 0.413 -2.468 1.145 -0.411
Si -1.805 0.404 0.212 0.825
Cl -1.638 0.670 2.192 -0.170
Cl -2.013 2.100 -0.909 -0.200
Cl -3.023 -1.138 -0.260 -0.182
H 1.895 0.669 0.837 0.271
H 2.424 0.452 -1.028 0.269
H 1.004 1.538 -0.362 0.233
H 0.374 -0.615 -1.480 0.314

=====

(6)
12
Properties=species:S:1:pos:R:3:mulliken_charge:R:1 method="wB97M-V/def2-TZVPD" relative_energy_kj_mol=421.5 homo_energy_ev=-9.95 e_tot_ha=-1913.7520 lumo_ev=-0.584 orbital_gap_ev=9.4
C 0.360 0.424 -0.454 -0.222
C 0.229 -1.932 0.830 -0.327
C 0.057 2.364 -0.785 0.288
O -0.985 -2.665 0.881 -0.471
P -0.123 -0.089 1.096 0.031
Cl 1.636 3.077 -0.890 -0.104
Cl -0.909 2.986 0.472 -0.120
Cl -0.759 2.506 -2.381 -0.143
H 0.515 -0.108 -1.419 0.309
H 0.870 -2.305 1.583 0.286
H 0.699 -2.155 -0.232 0.179
H -1.590 -2.102 1.299 0.292

=====

(7)
12
Properties=species:S:1:pos:R:3:mulliken_charge:R:1 method="wB97M-V/def2-TZVPD" relative_energy_kj_mol=330.6 homo_energy_ev="-8.98 / -8.28" e_tot_ha=-2246.9780 lumo_ev="-1.366 / -0.620" orbital_gap_ev="7.6 / 7.7"
C -1.326 -0.499 1.103 0.018
C -0.063 -0.247 1.158 -0.057
C 1.069 0.110 1.983 -0.929
Si 0.106 0.159 -2.616 0.540
Cl -2.196 -0.800 -0.393 -0.158
Cl 2.005 0.577 -3.211 -0.200
Cl -0.687 -1.229 -3.858 -0.196
Cl -0.994 1.863 -2.702 -0.183
H -2.024 -0.553 1.939 0.336
H 1.672 -0.774 2.196 0.264
H 1.695 0.841 1.469 0.248
H 0.743 0.553 2.932 0.317

=====

(8)
15
Properties=species:S:1:pos:R:3:mulliken_charge:R:1 method="wB97M-V/def2-TZVPD" relative_energy_kj_mol=41.4 homo_energy_ev=-10.76 e_tot_ha=-3798.2157 lumo_ev=0.446 smiles=ClC(Cl)Cl.ClC(Cl)Cl.ClCCl orbital_gap_ev=11.2
C 3.013 3.533 0.042 0.023
Cl 3.272 1.819 0.651 -0.132
Cl 1.531 3.514 -0.951 -0.113
Cl 4.443 3.898 -0.921 -0.100
H 2.894 4.143 0.938 0.325
C -3.082 -3.353 1.210 0.019
Cl -3.692 -3.382 2.858 -0.123
Cl -1.985 -1.961 1.036 -0.101
Cl -4.496 -3.321 0.091 -0.113
H -2.475 -4.258 1.170 0.299
C 0.100 -0.032 -1.099 0.280
Cl 1.691 -0.521 -1.600 -0.145
Cl -1.094 -0.655 -2.250 -0.150
H -0.183 -0.480 -0.146 -0.044
H 0.064 1.056 -1.030 0.075

=====

(9)
9
Properties=species:S:1:pos:R:3:mulliken_charge:R:1 method="wB97M-V/def2-TZVPD" relative_energy_kj_mol=183.3 homo_energy_ev=-10.17 e_tot_ha=-676.6717 lumo_ev=0.066 smiles="FC/C=C/Cl" orbital_gap_ev=10.2
C -0.985 -0.004 -1.621 -0.223
C -0.575 -0.190 -0.207 -0.124
C 0.480 -0.840 0.212 -0.224
H -1.771 -0.682 -1.918 0.228
H -0.085 -0.438 -2.185 0.221
H -1.263 0.511 0.462 0.229
H 1.005 -1.052 -0.602 0.341
F -1.518 1.252 -1.859 -0.268
Cl 1.309 -0.201 1.804 -0.182

=====

(10)
11
Properties=species:S:1:pos:R:3:mulliken_charge:R:1 method="wB97M-V/def2-TZVPD" relative_energy_kj_mol=222.3 homo_energy_ev=-10.13 e_tot_ha=-876.3797 lumo_ev=-0.807 orbital_gap_ev=9.3
C 0.514 0.216 0.014 -0.985
C -3.023 -0.027 0.449 0.094
C 0.113 -1.200 -0.309 0.687
F -3.418 -0.749 1.462 -0.084
F 0.712 -1.650 -1.394 -0.255
F 0.521 -2.018 0.743 -0.306
Cl -4.047 0.074 -0.866 -0.025
H 1.527 0.160 -0.194 0.397
H -0.134 0.753 -0.689 0.290
H 0.390 0.516 1.130 0.273
H -0.928 -1.271 -0.301 -0.086

=====

(11)
12
Properties=species:S:1:pos:R:3:mulliken_charge:R:1 method="wB97M-V/def2-TZVPD" relative_energy_kj_mol=40.0 homo_energy_ev=-11.00 e_tot_ha=-861.4639 lumo_ev=0.413 smiles=N#C[C@H](N)O[C@H](F)Cl orbital_gap_ev=11.4
C -1.536 0.586 -0.399 0.330
C -0.710 -0.529 0.070 -0.021
C 1.259 0.704 -0.673 0.195
N -1.992 1.620 -0.660 -0.406
N -1.155 -1.361 1.186 -0.628
O 0.641 0.336 0.430 -0.362
F 1.551 -0.384 -1.410 -0.263
Cl 2.959 1.215 -0.122 -0.222
H -0.297 -1.150 -0.653 0.388
H 1.024 1.632 -1.259 0.350
H -0.425 -2.021 1.498 0.314
H -1.318 -0.649 1.990 0.323

=====

(12)
10
Properties=species:S:1:pos:R:3:mulliken_charge:R:1 method="wB97M-V/def2-TZVPD" relative_energy_kj_mol=166.0 homo_energy_ev=-9.92 e_tot_ha=-751.9277 lumo_ev=0.899 smiles=O[C@H]1[C@@H](F)[C@@H]1Cl orbital_gap_ev=10.8
C -0.797 0.316 0.203 -0.220
C 0.447 0.508 -0.573 -0.065
C 0.461 -0.255 0.630 -0.013
H -1.010 -1.650 -0.304 0.393
H -1.277 1.189 0.598 0.354
H 0.524 -0.016 -1.485 0.344
H 1.179 0.209 1.393 0.298
O -1.471 -0.727 -0.412 -0.587
F 0.579 -1.607 0.537 -0.304
Cl 1.364 2.033 -0.585 -0.199

=====

(13)
10
Properties=species:S:1:pos:R:3:mulliken_charge:R:1 method="wB97M-V/def2-TZVPD" relative_energy_kj_mol=168.1 homo_energy_ev=-9.90 e_tot_ha=-751.9269 lumo_ev=0.389 orbital_gap_ev=10.3
C 0.134 1.540 0.410 0.084
C -0.627 0.319 -0.167 -0.699
C 0.393 -1.310 -0.053 0.092
O 1.229 1.894 0.146 -0.430
F 0.859 -1.605 1.115 -0.193
Cl -0.543 -2.604 -0.746 -0.148
H -0.511 2.222 1.040 0.293
H -0.621 0.255 -1.363 0.315
H -1.518 0.165 0.370 0.390
H 1.205 -0.875 -0.752 0.298

=====

(14)
11
Properties=species:S:1:pos:R:3:mulliken_charge:R:1 method="wB97M-V/def2-TZVPD" relative_energy_kj_mol=277.6 homo_energy_ev=-8.45 e_tot_ha=-1270.5366 lumo_ev=-0.872 orbital_gap_ev=7.6
C 0.016 1.864 -0.270 -0.686
C -0.949 -0.615 0.642 0.357
C 2.015 -0.220 -1.063 -0.604
N -2.014 -0.988 0.078 -0.540
P 0.379 0.245 -0.451 0.466
Cl -0.537 -0.604 2.330 -0.105
I 2.417 -1.650 0.613 -0.032
H -0.967 2.208 0.186 0.250
H 0.498 2.528 -0.855 0.355
H 1.854 -1.157 -1.749 0.251
H -2.711 -1.611 0.540 0.287

=====

(15)
11
Properties=species:S:1:pos:R:3:mulliken_charge:R:1 method="wB97M-V/def2-TZVPD" relative_energy_kj_mol=45.8 homo_energy_ev=-9.01 e_tot_ha=-1270.6249 lumo_ev=-1.011 smiles="[H]/N=C(Cl)/C(I)=P/C" orbital_gap_ev=8.0
C 0.544 -1.418 -1.087 0.659
C 0.247 -0.529 0.097 -0.300
C -0.625 1.827 1.112 -0.930
N 0.397 -0.876 -2.221 -0.541
P -0.227 1.021 -0.490 0.122
Cl 0.917 -3.099 -0.863 -0.185
I 0.041 -1.614 2.153 0.030
H -1.443 1.306 1.820 0.250
H 0.328 1.942 1.641 0.320
H -0.936 2.881 0.859 0.313
H 0.755 -1.440 -3.021 0.261

=====

(16)
9
Properties=species:S:1:pos:R:3:mulliken_charge:R:1 method="wB97M-V/def2-TZVPD" relative_energy_kj_mol=134.6 homo_energy_ev=-9.84 e_tot_ha=-631.5864 lumo_ev=0.858 smiles="[H]/N=C/C(=C)Cl" orbital_gap_ev=10.7
C -0.108 1.558 0.024 -0.808
C -0.346 -0.940 0.056 0.004
C 0.497 0.437 0.021 0.387
N 0.314 -2.000 -0.008 -0.525
Cl 2.159 0.231 0.004 -0.154
H 0.418 2.396 -0.191 0.333
H -1.186 1.810 -0.164 0.252
H -1.399 -0.610 0.241 0.264
H -0.349 -2.882 0.017 0.248

=====

(17)
11
Properties=species:S:1:pos:R:3:mulliken_charge:R:1 method="wB97M-V/def2-TZVPD" relative_energy_kj_mol=495.4 homo_energy_ev="-7.64 / -7.64" e_tot_ha=-740.9921 lumo_ev="-0.281 / -0.281" orbital_gap_ev="7.4 / 7.4"
C 1.081 -0.264 -1.179 -0.002
C -0.963 -0.442 0.190 0.415
C -1.897 -0.812 1.224 -1.081
N 0.094 -0.465 -0.298 -0.061
N 1.933 0.742 -1.211 -0.039
N 1.807 1.871 -0.642 -0.346
Cl 3.235 2.876 -0.895 -0.162
H 1.096 -1.055 -1.847 0.337
H -1.460 -1.332 1.965 0.322
H -2.199 0.128 1.835 0.286
H -2.726 -1.247 0.857 0.333

=====

(18)
11
Properties=species:S:1:pos:R:3:mulliken_charge:R:1 method="wB97M-V/def2-TZVPD" relative_energy_kj_mol=54.2 homo_energy_ev=-7.56 e_tot_ha=-741.1602 lumo_ev=0.811 orbital_gap_ev=8.4
C 1.327 0.058 0.380 0.218
C 0.441 -0.614 1.162 -0.349
C -0.696 0.306 -0.641 0.231
H 0.574 -1.183 2.122 0.354
H -1.672 -0.469 1.107 0.208
H -2.491 0.158 -1.397 0.209
H 1.182 0.838 -1.583 0.254
N -0.811 -0.386 0.611 -0.104
N -1.530 0.582 -1.589 -0.678
N 0.688 0.607 -0.728 -0.151
Cl 2.987 0.101 0.556 -0.191

=====

(19)
12
Properties=species:S:1:pos:R:3:mulliken_charge:R:1 method="wB97M-V/def2-TZVPD" relative_energy_kj_mol=156.4 homo_energy_ev=-7.70 e_tot_ha=-816.3797 lumo_ev=0.391 smiles="[H]/N=c1/[nH]c(O)c(Cl)[nH]1" orbital_gap_ev=8.1
C 0.672 0.925 -0.126 0.540
C -1.147 -0.412 -0.160 0.254
C 1.129 -0.306 -0.185 -0.054
H 2.279 2.007 0.333 0.349
H -1.432 1.593 0.189 0.340
H -2.273 -1.776 0.223 0.176
H -0.129 -2.211 0.162 0.283
N -0.698 0.935 -0.240 -0.236
N -2.379 -0.764 0.008 -0.716
N -0.035 -1.163 -0.116 -0.175
O 1.299 2.143 -0.018 -0.556
Cl 2.714 -0.971 -0.072 -0.204

=====

(20)
10
Properties=species:S:1:pos:R:3:mulliken_charge:R:1 method="wB97M-V/def2-TZVPD" relative_energy_kj_mol=413.5 homo_energy_ev=-9.87 e_tot_ha=-706.7442 lumo_ev=0.834 smiles="C#[N+][O-].C=CCl" orbital_gap_ev=10.7
C -1.196 -2.275 -0.395 -0.273
C 0.750 0.247 0.083 -0.011
C 1.323 1.425 -0.124 -0.738
N -1.866 -1.911 0.452 0.507
O -2.545 -1.546 1.310 -0.625
Cl 1.594 -1.199 0.376 -0.171
H -0.513 -2.771 -1.042 0.390
H -0.263 0.225 0.003 0.360
H 2.304 1.659 -0.246 0.329
H 0.794 2.363 -0.276 0.231